No. 1
Computed, not measured: 9 unconnected molecules or ions with the total composition C26H70O9 at a distorted geometry, with wB97M-V/def2-TZVPD.

As for the structure (SMILES): CC(C)O.CC(C)O.CC(C)O.CC(C)O.CC(C)O.CC(C)O.CC(C)O.CC(C)O.CCO. Its HOMO energy is -10.0 eV. Its spin multiplicity is 1. The value obtained for the energy relative to the best compared isomer or geometry (same formula, charge and spin) is 472.78 kJ/mol.

Structure (XYZ):
```
105
C26H70O9 (wB97M-V/def2-TZVPD)
C -6.5679 1.2555 9.6377
C -6.5969 0.5712 8.2851
C -7.3209 1.3211 7.1817
O -5.3763 0.5300 7.7395
H -5.9226 0.6601 10.2835
H -7.5378 1.3533 10.1252
H -6.0560 2.2134 9.5451
H -7.0520 -0.4193 8.2859
H -7.5886 0.6294 6.3830
H -6.9700 2.3001 6.8551
H -8.3366 1.4077 7.5678
H -4.7536 0.2175 8.4000
C 3.1812 10.3649 21.8537
C 2.4998 11.1492 23.0206
C 1.6484 12.4023 22.5023
O 1.7859 10.2330 23.7033
H 3.4869 9.3397 22.0626
H 4.0546 10.9303 21.5287
H 2.4887 10.1934 21.0296
H 3.2282 11.6675 23.6442
H 1.0162 12.2332 21.6306
H 2.2631 13.2385 22.1693
H 1.0029 12.7622 23.3036
H 2.4132 9.6361 24.1177
C -6.7949 2.0705 18.0650
C -5.7886 3.2126 17.9632
C -5.5965 4.0185 19.2868
O -4.5745 2.6291 17.3118
H -6.6383 1.4735 18.9634
H -6.6638 1.5146 17.1367
H -7.7843 2.5279 18.0726
H -6.1757 3.9306 17.2402
H -5.2324 3.3306 20.0499
H -6.3856 4.6599 19.6793
H -4.7339 4.6571 19.0964
H -4.0674 3.3475 16.9268
C -2.2332 7.3751 13.7280
C -0.9300 7.2181 14.4253
C -0.9349 8.0085 15.7827
O -0.6994 5.8914 14.7493
H -2.5403 6.7150 12.9167
H -2.3475 8.3639 13.2838
H -3.0768 7.2307 14.4029
H -0.0664 7.6000 13.8809
H -1.0177 9.0953 15.7909
H 0.0129 7.8280 16.2898
H -1.8595 7.7326 16.2898
H 0.0712 5.6197 14.2452
C -0.0557 -1.6224 15.3485
C -0.8543 -1.6950 14.0424
C -2.1415 -2.4717 14.0700
O -1.1241 -0.4263 13.6387
H 0.4156 -2.5322 15.7203
H -0.7906 -1.3906 16.1194
H 0.7363 -0.8745 15.3107
H -0.2472 -2.1857 13.2816
H -2.5537 -2.8056 13.1178
H -2.8843 -1.8537 14.5743
H -2.0643 -3.3625 14.6934
H -1.3405 -0.0678 14.5026
C -1.6133 16.5259 11.2127
C -2.3644 15.6444 12.2161
C -3.8665 15.9902 12.1490
O -2.1357 14.2749 11.8027
H -0.5508 16.3218 11.0803
H -1.7502 17.5098 11.6614
H -2.0852 16.4826 10.2310
H -1.9621 15.7049 13.2274
H -4.1508 15.4479 11.2472
H -4.1955 17.0054 11.9269
H -4.4404 15.4991 12.9348
H -1.2983 14.3596 11.3410
C 2.7210 2.0192 9.4309
C 2.1481 3.2328 10.0965
C 0.8126 3.7502 9.3846
O 1.9954 3.0086 11.4151
H 2.7400 2.2134 8.3585
H 1.9604 1.2728 9.6600
H 3.7018 1.8329 9.8685
H 2.9087 4.0082 10.0053
H 0.0239 3.0726 9.7114
H 0.9100 3.8378 8.3025
H 0.6770 4.7389 9.8229
H 1.2490 2.4108 11.4986
C 4.7234 13.0834 14.6667
C 6.0198 13.0069 15.4679
C 7.0782 13.9461 14.9713
O 5.8449 13.4602 16.7942
H 3.7954 12.7633 15.1406
H 4.8187 12.5790 13.7052
H 4.5720 14.0790 14.2496
H 6.3529 11.9745 15.3614
H 7.8688 14.0044 15.7194
H 6.6757 14.9175 14.6839
H 7.5726 13.4416 14.1412
H 5.3096 14.2529 16.7126
C 0.8829 2.9694 21.7267
C 1.9909 3.3355 20.6969
O 1.9183 2.4254 19.6174
H 1.0007 2.0047 22.2202
H -0.1025 2.8310 21.2817
H 0.8992 3.7285 22.5087
H 2.9575 3.2657 21.1960
H 1.8966 4.3784 20.3942
H 1.4495 2.7651 18.8517
```

=====

No. 2
Computed, not measured: 4 unconnected molecules or ions with the total composition C2H12NO3 at a distorted geometry, with wB97M-V/def2-TZVPD.

Its HOMO energy is -14.2 eV. The charge is +1. Its spin multiplicity is 1. The value obtained for the energy relative to the best compared isomer or geometry (same formula, charge and spin) is 218.51 kJ/mol.

Structure (XYZ):
```
18
C2H12NO3 (wB97M-V/def2-TZVPD)
C 1.9886 0.1405 -0.5840
C 1.8988 0.8278 -1.7281
N 0.8528 -0.0254 0.3374
H 2.8868 -0.1861 -0.0710
H 2.4356 1.7668 -1.9494
H 0.9656 0.8030 -2.2875
H 0.7410 0.7633 0.9853
H 0.0115 -0.1699 -0.2257
H 0.9252 -0.7661 1.0481
H -1.8305 -0.9069 -1.5016
H -0.8993 -0.3753 -2.5385
O -1.2836 -0.1300 -1.6858
H -4.1782 -2.9305 0.0943
H -3.3157 -3.4327 1.2492
O -3.2629 -3.0498 0.3703
H 0.7044 3.2740 2.4582
H 0.7113 2.0719 3.4779
O 0.6486 2.3255 2.5509
```

=====

No. 3
Computed, not measured: a molecular structure, C38H32N5O2P2Se2Ti, with wB97M-V/def2-TZVPD.

Its HOMO energy is -4.9 eV. The charge is -1. Its spin multiplicity is 1.

Structure (XYZ):
```
82
C38H32N5O2P2Se2Ti (wB97M-V/def2-TZVPD)
Ti -0.8057 2.7800 -1.3593
C 0.2858 5.9914 1.2665
C 0.3598 5.2318 -0.0253
O -0.2595 4.1083 -0.0366
C 1.0184 5.7347 -1.1143
C 1.0924 5.0628 -2.3586
C 1.9590 5.6661 -3.4269
N 0.4515 3.9435 -2.6078
N 0.6839 3.4367 -3.8876
C 0.0776 2.3043 -4.0136
O -0.6269 1.7740 -3.0578
C 0.1457 1.5878 -5.3089
C 1.0931 1.9283 -6.2707
C 1.1377 1.2486 -7.4771
C 0.2343 0.2242 -7.7365
C -0.7102 -0.1174 -6.7790
C -0.7525 0.5581 -5.5679
H -0.6884 6.4818 1.3283
H 1.0660 6.7475 1.3363
H 0.3630 5.2968 2.1022
H 1.5414 6.6743 -1.0166
H 2.3922 6.6027 -3.0803
H 1.3794 5.8322 -4.3338
H 2.7548 4.9702 -3.6927
H 1.7872 2.7289 -6.0538
H 1.8808 1.5150 -8.2188
H 0.2701 -0.3069 -8.6796
H -1.4161 -0.9149 -6.9755
H -1.4773 0.3012 -4.8071
Se 2.9773 -0.3071 3.7737
P 1.8192 -1.3270 2.3396
C 0.7532 -2.5571 3.1359
C 1.4040 -3.6232 3.7628
C 0.6686 -4.6054 4.4017
C -0.7206 -4.5319 4.4289
C -1.3657 -3.4646 3.8284
C -0.6272 -2.4776 3.1859
C 2.8077 -2.3558 1.2029
C 2.2726 -3.5048 0.6275
C 3.0160 -4.2318 -0.2916
C 4.2920 -3.8115 -0.6404
C 4.8255 -2.6660 -0.0653
C 4.0864 -1.9380 0.8557
C 0.9686 -0.2250 1.1805
C -0.2674 0.2526 0.7238
N 0.0637 1.1707 -0.2251
N 1.3806 1.2482 -0.3502
N 1.9392 0.4226 0.4811
P -2.0660 0.0949 0.8858
Se -2.9731 3.2801 -1.4551
C -2.3140 0.4174 2.6777
C -1.6189 1.5083 3.2045
C -1.8025 1.8921 4.5234
C -2.6954 1.2047 5.3346
C -3.4028 0.1320 4.8139
C -3.2157 -0.2575 3.4945
C -2.3866 -1.6920 0.6475
C -1.4303 -2.5706 0.1396
C -1.7500 -3.8974 -0.1107
C -3.0273 -4.3729 0.1491
C -3.9956 -3.5017 0.6274
C -3.6832 -2.1687 0.8541
H 2.4863 -3.6695 3.7515
H 1.1779 -5.4318 4.8815
H -1.2931 -5.3050 4.9261
H -2.4453 -3.3901 3.8514
H -1.1309 -1.6408 2.7316
H 1.2821 -3.8443 0.9067
H 2.5975 -5.1280 -0.7330
H 4.8701 -4.3758 -1.3615
H 5.8189 -2.3339 -0.3389
H 4.4851 -1.0392 1.3098
H -0.9190 2.0533 2.5811
H -1.2398 2.7280 4.9190
H -2.8364 1.5030 6.3657
H -4.1001 -0.4136 5.4382
H -3.7619 -1.1115 3.1155
H -0.4308 -2.2143 -0.0706
H -0.9928 -4.5617 -0.5100
H -3.2722 -5.4108 -0.0375
H -5.0037 -3.8546 0.8065
H -4.4616 -1.4873 1.1776
```

=====

No. 4
Computed, not measured: a molecular structure, C13H18ClN3O2 at a distorted geometry, with wB97M-V/def2-TZVPD.

Its HOMO energy is -8.1 eV. Its spin multiplicity is 1.

Structure (XYZ):
```
37
C13H18ClN3O2 (wB97M-V/def2-TZVPD)
O 2.3458 1.0576 0.8616
C 1.4268 0.2525 0.7130
N 0.1779 0.2097 1.2834
H -0.4283 -0.3150 0.9934
C -0.1096 1.6950 1.8724
H 0.8113 2.1522 2.1029
C -1.0245 2.1020 1.1545
N -2.2025 1.2139 0.5085
C -2.8487 1.5263 -0.7214
C -3.8980 0.4406 -0.9371
H -4.4421 0.4617 -1.9684
O -4.7635 0.1699 -0.1000
C -4.1588 0.1247 1.2870
C -3.2443 0.9233 1.6652
H -2.6993 0.8112 2.5079
H -3.6675 1.8878 1.9444
H -4.9554 -0.0809 2.1598
H -3.5878 -1.0572 1.2761
H -3.4589 -0.5725 -1.2121
H -2.1205 1.4777 -1.3523
H -3.3909 2.5041 -0.6169
H -0.5611 2.2212 0.0986
H -1.5927 2.9000 1.4326
H -0.5044 1.0872 2.9752
N 1.6876 -0.9494 -0.3343
C 2.8012 -1.3643 -0.7433
C 2.9061 -2.4774 -1.2513
C 3.8616 -3.1864 -2.1638
C 5.1841 -2.3609 -2.0948
C 5.0945 -1.0654 -1.4933
C 3.9797 -0.6369 -0.9597
H 4.0897 0.4753 -0.4936
Cl 6.4802 -0.1131 -1.7192
H 6.0030 -2.5513 -2.6951
H 3.9667 -4.0161 -2.4948
H 1.8758 -3.4163 -1.3262
H 0.9669 -1.5309 -0.1588
```

=====

no.,gap between HOMO and LUMO (eV),LUMO level (eV)
1,10.24,0.253
2,10.28,-3.911
3,7.31,2.410
4,8.65,0.557